Molecular formula: C51H53As2N4O5Ti
Method: DFT, the ωB97M-V functional and the def2-TZVPD basis

Structure (ORCA input):
```
! wB97M-V def2-TZVPD RIJCOSX def2/J DEFGRID3
* xyz 1 1
Ti -0.2887 0.4447 -0.9816
C -1.1685 3.6897 -2.8936
O -2.4213 3.0033 -2.7536
C -2.9797 3.0166 -1.5077
C -4.3270 3.3581 -1.4329
C -4.9737 3.4203 -0.2103
C -4.2584 3.1636 0.9552
C -2.9227 2.8043 0.8753
C -2.2748 2.6734 -0.3535
N -0.9131 2.2259 -0.4175
N -0.1463 2.9704 0.4125
C 1.2128 2.8639 0.4032
C 1.9923 1.9929 -0.3937
O 1.3835 1.0172 -1.1238
C 3.3864 2.1224 -0.4566
C 4.0476 3.0202 0.3226
C 3.3351 3.8852 1.1983
C 4.0107 4.8088 2.0283
C 3.3153 5.6619 2.8397
C 1.9060 5.6321 2.8437
C 1.2271 4.7412 2.0534
C 1.9238 3.8374 1.2231
H -1.0212 4.3983 -2.0808
H -1.2094 4.2265 -3.8389
H -0.3417 2.9856 -2.9054
H -4.8432 3.6050 -2.3545
H -6.0184 3.7047 -0.1641
H -4.7391 3.2422 1.9234
H -2.3440 2.6207 1.7680
H 3.9255 1.4859 -1.1488
H 5.1287 3.0907 0.2734
H 5.0968 4.8334 2.0060
H 3.8442 6.3635 3.4756
H 1.3550 6.3173 3.4787
H 0.1461 4.7057 2.0625
C -1.5861 0.2952 -5.4207
N -2.5433 0.0191 -4.3458
C -3.9372 -0.2422 -4.7250
C -2.1882 0.1682 -3.0919
O -1.0662 0.5821 -2.7660
C -3.1775 -0.1583 -1.9865
O -2.4745 -0.6657 -0.8295
C -2.2236 -2.0796 -0.9249
C -1.0643 -2.2666 -1.8803
O -0.1532 -1.4604 -1.7308
N -1.0204 -3.2203 -2.7945
C -1.6823 -4.5113 -2.5682
C 0.2044 -3.2833 -3.6030
H -1.4254 -0.6086 -6.0089
H -0.6458 0.6232 -4.9973
H -1.9729 1.0785 -6.0711
H -4.0079 -0.1969 -5.8066
H -4.6082 0.5076 -4.3079
H -4.2643 -1.2336 -4.4115
H -3.9305 -0.8756 -2.3023
H -3.6683 0.7569 -1.6662
H -3.1386 -2.5983 -1.1958
H -1.9108 -2.3899 0.0699
H -2.6258 -4.3833 -2.0418
H -1.0368 -5.1662 -1.9834
H -1.8863 -4.9777 -3.5282
H 0.4691 -2.2881 -3.9476
H 0.0185 -3.9280 -4.4584
H 1.0367 -3.6839 -3.0188
C 1.4474 -0.6367 2.7172
C 2.0130 -1.9372 2.1406
As 2.0266 -1.8401 0.1920
C 3.8446 -1.3278 -0.2494
C 4.8055 -0.9444 0.6768
C 6.0607 -0.5215 0.2519
C 6.3636 -0.4858 -1.1013
C 5.4027 -0.8560 -2.0378
C 4.1451 -1.2590 -1.6118
C 2.1276 -3.7630 -0.1839
C 1.0036 -4.5176 0.1663
C 0.9130 -5.8663 -0.1596
C 1.9413 -6.4772 -0.8675
C 3.0645 -5.7388 -1.2157
C 3.1589 -4.3914 -0.8754
As -0.2053 0.1143 1.8898
C -0.4912 1.3703 3.3777
C -1.7041 1.4738 4.0528
C -1.8316 2.3249 5.1432
C -0.7488 3.0800 5.5736
C 0.4628 2.9785 4.9060
C 0.5879 2.1339 3.8116
C -1.5457 -1.1926 2.4588
C -1.2655 -2.3092 3.2415
C -2.2829 -3.1758 3.6270
C -3.5947 -2.9258 3.2476
C -3.8914 -1.7936 2.4961
C -2.8727 -0.9359 2.1031
H 2.1802 0.1601 2.5886
H 1.2479 -0.7192 3.7810
H 1.3803 -2.7857 2.3882
H 3.0044 -2.1477 2.5398
H 4.5823 -0.9575 1.7367
H 6.8013 -0.2180 0.9821
H 7.3435 -0.1596 -1.4290
H 5.6337 -0.8211 -3.0957
H 3.3778 -1.5029 -2.3375
H 0.1904 -4.0482 0.7171
H 0.0448 -6.4415 0.1423
H 1.8706 -7.5246 -1.1373
H 3.8792 -6.2131 -1.7496
H 4.0486 -3.8376 -1.1425
H -2.5596 0.8881 3.7491
H -2.7813 2.3877 5.6619
H -0.8514 3.7442 6.4244
H 1.3180 3.5599 5.2286
H 1.5373 2.0902 3.2957
H -0.2547 -2.5066 3.5711
H -2.0498 -4.0411 4.2358
H -4.3846 -3.6043 3.5464
H -4.9189 -1.5735 2.2253
H -3.1103 -0.0540 1.5242
*
```

Calculated values
Lowest unoccupied orbital energy (spin up / spin down)   -2.69 / -2.36 eV
Kohn-Sham gap (spin up / spin down)   5.0 / 5.5 eV
Max |F|   0.03822 Eh/bohr
Electronic energy   -7891.27850 hartree

Löwdin population analysis, charges in e, atoms 1 to 8: number 1, Ti, carries 0.830; number 2, C, carries -0.035; number 3, O, carries -0.106; number 4, C, carries -0.281; number 5, C, carries -0.013; number 6, C, carries -0.074; number 7, C, carries -0.069; number 8, C, carries -0.016